Record 1
This record from the OMol25 dataset describes a structure of composition C24H23ClN2OPTb. The level of theory is the ωB97M-V functional and the def2-TZVPD basis.

Values from the calculation:
Largest force on an atom, Eh/bohr: 0.043
HOMO energy (alpha / beta), eV: -14.402 / -14.408
Multiplicity: 7
Kohn-Sham gap (alpha / beta), eV: 5.18 / 7.24
Total charge: +2

Atoms and positions in Å:
C: -1.939 -2.472 -5.176
H: -0.692 -1.938 2.575
C: 4.264 -0.591 -4.204
H: 0.862 2.743 -2.240
C: -1.145 -1.456 -4.635
C: -2.385 2.795 -4.384
P: -0.015 -0.013 -2.500
H: -1.633 0.812 0.176
H: -0.007 4.886 -3.118
C: 2.329 -1.432 -3.017
H: 1.684 1.546 6.934
C: -1.686 3.982 -4.144
C: 0.778 -0.335 6.702
C: 0.915 0.929 3.100
C: -2.554 -3.410 -4.341
C: -0.703 1.544 -3.160
C: -1.919 1.583 -3.868
H: 1.736 1.699 -4.260
O: 0.368 -1.326 7.299
H: -3.182 -4.198 -4.763
H: -1.725 0.048 0.289
C: 1.096 0.898 4.473
N: 0.268 -0.089 2.439
H: 4.171 -2.521 -3.227
Tb: 0.806 0.127 0.289
H: -2.494 0.670 -4.026
C: 0.644 -0.203 5.214
H: -2.075 -2.532 -6.256
H: 5.290 -0.728 -4.547
N: 1.371 0.697 7.370
H: -3.300 2.813 -4.975
H: 1.627 1.732 4.934
C: -2.361 -3.345 -2.956
C: -1.583 -2.326 -2.404
C: -0.044 2.752 -2.856
C: 2.270 0.775 -4.029
C: -0.532 3.960 -3.351
H: -0.360 -2.125 5.042
C: -0.992 -1.361 -3.240
H: -1.431 -2.268 -1.322
C: -0.005 -1.239 4.519
Cl: 3.136 -0.461 0.539
H: -2.822 -4.082 -2.300
H: 4.075 1.390 -5.038
H: -0.652 -0.740 -5.296
H: 1.273 1.758 2.475
C: 3.637 -1.600 -3.464
C: 3.581 0.598 -4.474
H: 1.837 -2.225 -2.443
H: -2.048 4.927 -4.552
C: 1.639 -0.234 -3.280
C: -0.192 -1.165 3.155
H: 1.442 0.621 8.371

=====

Record 2
This record from the OMol25 dataset describes a structure of composition C24H23ClN4OV. The level of theory is the ωB97M-V functional and the def2-TZVPD basis.

Values from the calculation:
Largest force on an atom, Eh/bohr: 0.069
HOMO energy (alpha / beta), eV: -6.333 / -7.631
Multiplicity: 4
Kohn-Sham gap (alpha / beta), eV: 6.47 / 7.52
Energy above the lowest of the compared OMol25 structures with the same formula, charge and spin, kJ/mol: 82.5

Atoms and positions in Å:
H: -3.982 -2.069 -2.207
H: -3.165 -0.812 1.300
H: -1.306 2.123 -1.693
C: 5.921 -0.687 -2.284
H: -1.071 2.603 3.216
C: -4.976 -0.124 0.326
C: -2.394 2.558 0.099
C: -3.692 -1.024 -2.035
C: 2.908 -1.246 3.319
C: 0.603 -1.098 3.968
C: -1.688 -1.088 -0.723
O: -5.718 -0.386 -0.843
H: -5.661 -0.267 1.163
C: -0.026 2.013 0.020
N: 2.902 -0.824 -0.180
C: -4.945 -0.143 -1.991
C: 0.001 2.202 1.415
H: 1.050 1.678 -1.784
H: -0.826 -0.720 2.410
H: 2.078 -0.870 -2.671
H: 3.954 -1.344 3.559
C: -3.777 -1.066 0.433
H: -4.618 0.915 0.321
C: 3.732 -0.791 -1.278
V: 1.109 -0.453 -0.308
C: -2.337 2.697 1.478
H: -0.148 -1.105 4.746
H: 5.552 -0.738 -0.165
Cl: 1.515 2.001 2.221
H: -3.225 2.955 2.037
C: 3.969 -0.739 -3.679
N: -0.533 -1.243 -0.643
H: -4.653 0.917 -2.027
C: 2.526 -1.062 1.983
C: 1.942 -1.264 4.302
C: -1.261 2.216 -0.614
N: -2.972 -0.914 -0.773
H: -3.326 2.738 -0.422
H: -4.129 -2.104 0.524
N: 3.449 -1.038 0.988
H: 2.078 2.019 -0.345
C: 5.350 -0.683 -3.548
C: 3.162 -0.795 -2.561
H: 5.974 -0.635 -4.428
C: -1.132 2.510 2.141
C: 1.151 1.556 -0.695
H: 2.223 -1.397 5.337
H: 6.995 -0.651 -2.180
C: 0.224 -0.896 2.644
C: 1.162 -0.875 1.631
H: -5.588 -0.367 -2.843
C: 5.127 -0.739 -1.157
H: -3.033 -0.698 -2.841
H: 3.522 -0.747 -4.664

=====

Record 3
This record from the OMol25 dataset describes a cluster of 5 separate species, C24H23F4IN2O5PS2 in total. The level of theory is the ωB97M-V functional and the def2-TZVPD basis.

Values from the calculation:
Largest force on an atom, Eh/bohr: 0.144
HOMO energy, eV: -5.753
Kohn-Sham gap, eV: 7.60
Total charge: -1

Atoms and positions in Å:
P: 1.025 -1.110 0.859
C: 7.378 1.336 6.366
H: 8.781 3.852 8.157
F: -4.729 0.084 -5.909
H: 3.621 -1.825 8.268
C: -5.361 0.153 -2.338
O: 1.052 -2.882 0.981
F: -4.700 2.132 -12.832
C: 2.756 -2.983 6.669
F: 7.307 -0.001 6.340
O: -1.472 -1.391 -0.766
H: -3.833 0.557 -7.950
C: 3.974 -2.965 4.594
S: -3.610 -1.615 1.741
H: -7.313 -0.030 -5.686
C: -4.378 -0.043 -9.948
C: -4.014 0.886 -8.972
H: -4.909 -0.327 -12.025
O: -1.329 0.851 0.554
H: 7.583 5.193 6.443
H: 6.141 1.564 4.628
C: 3.721 -2.146 7.233
C: -4.616 0.380 -11.255
C: 2.880 -3.390 5.341
H: -7.291 0.078 -1.381
H: 2.136 -4.033 4.883
I: -4.007 -4.035 1.735
C: 8.118 1.962 7.363
H: 2.379 -1.050 2.708
H: 5.789 -1.823 4.548
C: -4.477 1.726 -11.575
N: -1.893 -1.408 1.985
C: -6.756 0.079 -2.329
C: 4.943 -2.137 5.149
O: -4.188 -0.885 0.503
H: -4.004 3.702 -10.886
C: 6.709 2.076 5.397
H: 1.860 -3.236 0.504
C: -7.465 0.008 -3.529
H: 5.561 -1.065 6.914
H: -8.550 -0.053 -3.519
H: 8.627 1.363 8.111
F: 4.096 -3.360 3.320
H: -4.476 -1.095 -9.691
H: -3.603 2.959 -8.537
N: 1.629 -0.367 2.385
H: 6.253 4.057 4.680
C: -3.883 2.237 -9.300
H: 1.909 -3.316 7.264
C: -6.778 0.015 -4.743
C: 7.526 4.106 6.422
C: 8.197 3.354 7.387
H: -3.591 0.197 -3.579
O: -4.359 -1.029 3.002
C: 4.813 -1.720 6.474
C: -4.674 0.149 -3.552
H: -4.812 0.212 -1.402
H: 2.134 0.530 2.121
C: -4.110 2.658 -10.610
C: -5.389 0.083 -4.743
C: 6.779 3.469 5.428
S: -1.106 -0.691 0.601

=====

Record 4
This record from the OMol25 dataset describes a structure of composition C24H23F6N8O9RuS5. The level of theory is the ωB97M-V functional and the def2-TZVPD basis.

Values from the calculation:
Largest force on an atom, Eh/bohr: 0.003
HOMO energy (alpha / beta), eV: -7.866 / -8.584
Multiplicity: 6
Kohn-Sham gap (alpha / beta), eV: 7.98 / 6.27
Energy above the lowest of the compared OMol25 structures with the same formula, charge and spin, kJ/mol: 170.5

Atoms and positions in Å:
H: 3.847 1.071 -0.363
C: -2.420 2.825 -1.359
H: 3.077 4.840 2.806
C: -2.798 3.107 0.095
H: 5.235 0.625 -4.611
S: -1.530 -0.703 4.586
C: -3.885 -0.386 1.411
O: -0.620 -5.785 3.284
F: -2.500 -5.310 1.056
C: 1.894 2.387 -3.060
N: 0.679 0.967 0.334
H: 1.964 -0.667 0.048
C: 1.950 -4.174 -0.647
H: 5.430 -0.552 -3.308
H: 1.088 -1.105 3.688
S: -0.653 1.571 -2.836
F: 1.010 -4.598 -1.487
F: 2.741 -5.184 -0.315
S: 1.201 -3.385 0.835
N: 2.929 1.191 0.025
C: 3.776 0.801 -3.045
H: -4.798 -0.264 -2.758
C: -0.732 -0.553 3.067
N: -4.082 -0.024 -2.096
C: 2.992 -0.131 -2.454
C: -3.060 -0.592 3.796
C: 3.257 3.188 1.478
H: -3.122 -0.067 -2.419
C: -2.201 -4.296 1.858
H: 0.660 4.575 3.179
C: -4.305 -0.235 -0.788
H: 4.321 3.298 1.317
C: 0.441 2.892 1.911
H: 3.898 2.875 -3.687
C: 3.261 2.117 -3.249
H: 5.901 1.135 -3.068
O: -0.966 0.280 -3.436
H: 0.933 -0.886 2.037
O: -2.346 2.252 0.967
F: -3.123 -4.222 2.820
H: -1.991 3.730 -1.786
O: -1.527 -1.509 -1.480
O: -0.346 -3.320 3.398
H: 3.355 -1.142 -2.307
S: -5.870 -0.579 -0.142
C: 1.077 1.452 -2.501
H: -1.127 -1.206 -2.311
C: 2.555 4.036 2.304
H: 0.960 -0.633 -2.035
H: -0.625 2.795 2.060
H: -0.905 -2.103 -1.029
N: 0.422 -4.616 1.376
N: -1.558 -0.352 2.058
C: 1.809 0.347 -0.343
O: 2.304 -2.905 1.623
C: -2.890 -0.419 2.475
H: -3.980 -0.677 4.348
C: 2.537 2.170 0.855
Ru: -1.372 0.509 0.146
N: -1.475 1.703 -1.458
O: -0.867 2.741 -3.640
H: 1.462 3.297 -3.456
F: 2.684 -3.235 -1.273
H: -5.828 -0.836 2.308
O: 0.366 -2.325 0.278
C: 1.641 0.207 -1.887
F: -2.252 -3.166 1.146
N: -3.378 -0.161 0.139
S: -0.540 -4.522 2.632
O: -3.494 4.068 0.349
C: 1.165 3.884 2.518
C: 5.162 0.479 -3.532
N: 0.610 -0.605 2.953
C: -5.209 -0.616 1.456
C: 1.129 2.009 1.049
H: -3.344 2.620 -1.904